Record 1
The following is a DFT calculation (ωB97M-V/def2-TZVPD) of a structure of composition C3H4CsO5.

Output
Spin multiplicity = 2
Total charge = 0
E_LUMO (spin up / spin down) = -0.0417 / -0.0417 Ha
E_HOMO (spin up / spin down) = -7.369 / -7.930 eV

Geometry as XYZ:
```
13
Properties=species:S:1:pos:R:3:lowdin_charge:R:1
C 2.111 -0.610 0.385 -0.270
C 2.199 0.391 -0.626 -0.061
O 1.184 0.914 -1.303 0.055
C -0.107 1.176 -0.831 -0.706
O -0.986 1.028 -1.684 0.013
O -0.299 1.132 0.408 -0.040
O 1.050 -1.029 0.869 0.003
H 3.089 -0.944 0.775 0.107
H 3.173 0.725 -0.985 0.117
H -1.286 -0.133 0.824 0.261
O -2.548 -0.758 1.028 -0.403
H -2.293 -1.198 1.840 -0.052
Cs -5.287 -0.694 -0.700 0.977
```

---

Record 2
The following is a DFT calculation (ωB97M-V/def2-TZVPD) of a cluster of 2 separate species, C4H10NO3 in total.

Output
Spin multiplicity = 2
Total charge = 0
E_LUMO (spin up / spin down) = 0.0267 / -0.1286 Ha
E_HOMO (spin up / spin down) = -10.064 / -9.707 eV

Geometry as XYZ:
```
18
Properties=species:S:1:pos:R:3:lowdin_charge:R:1
C -1.316 1.710 -1.477 -0.105
N -0.112 1.133 -0.924 -0.188
C 0.067 1.619 0.438 -0.086
C -0.199 -0.333 -1.053 -0.067
C -0.550 -1.039 0.311 -0.582
O -1.793 -0.794 0.487 0.168
O 0.258 -1.565 1.037 0.084
H -2.218 1.623 -0.857 0.099
H -1.352 1.441 -2.533 0.094
H -1.258 2.818 -1.465 0.096
H 0.527 2.610 0.380 0.096
H 0.813 1.054 1.005 0.091
H -0.788 1.703 1.114 0.101
H -0.989 -0.751 -1.698 0.127
H 0.712 -0.662 -1.546 0.140
H 3.425 -1.806 0.719 0.027
H 2.084 -1.180 1.227 -0.028
O 3.039 -1.082 1.210 -0.068
```

---

Record 3
The following is a DFT calculation (ωB97M-V/def2-TZVPD) of a cluster of 7 separate species, C54H116N6O7 in total.

Output
Total charge = 0
E_LUMO = 0.0170 Ha
E_HOMO = -7.735 eV

Geometry as XYZ:
```
183
Properties=species:S:1:pos:R:3:lowdin_charge:R:1
O 1.467 5.644 0.352 -0.047
H 1.804 6.448 -0.042 0.033
H 1.811 5.651 1.245 0.027
C -1.015 1.590 0.777 -0.007
C 0.503 1.355 0.510 -0.469
C 0.928 -0.088 0.948 -0.121
C 0.555 -1.187 -0.056 -0.180
C 0.957 -0.861 -1.478 -0.112
C 0.554 0.557 -1.979 -0.468
N 0.813 1.522 -0.910 -0.133
O 0.841 2.867 -1.329 -0.008
C 1.371 1.000 -3.247 -0.024
C -0.920 0.514 -2.428 -0.035
C 1.313 2.353 1.316 -0.045
H -1.352 2.348 0.071 0.093
H -0.988 2.051 1.765 0.039
H -1.685 0.731 0.809 0.079
H 1.980 -0.218 1.205 0.106
H 0.439 -0.235 1.911 0.112
H -0.522 -1.305 0.060 0.105
H 0.968 -2.113 0.344 0.083
H 0.527 -1.670 -2.069 0.120
H 2.043 -0.817 -1.390 0.120
H 2.416 0.955 -2.940 0.085
H 1.138 0.430 -4.147 0.082
H 1.091 2.018 -3.520 0.057
H -1.111 -0.424 -2.949 0.063
H -1.638 0.479 -1.609 0.067
H -1.258 1.283 -3.123 0.083
H 1.506 2.143 2.368 0.071
H 0.888 3.357 1.333 0.056
H 2.344 2.361 0.962 0.094
H 1.790 2.903 -1.471 0.099
C -4.067 7.715 4.742 -0.046
C -2.815 6.801 4.700 -0.461
C -2.206 6.725 6.159 -0.158
C -1.080 5.703 6.330 -0.194
C -1.445 4.271 5.887 -0.105
C -2.040 4.376 4.390 -0.430
N -3.150 5.384 4.387 -0.055
O -3.794 5.461 3.122 -0.034
C -0.874 4.492 3.424 -0.068
C -2.541 2.948 3.951 -0.057
C -1.713 7.583 3.909 -0.036
H -3.835 8.647 5.258 0.082
H -4.911 7.339 5.321 0.079
H -4.466 7.868 3.739 0.078
H -1.953 7.709 6.554 0.112
H -2.958 6.486 6.911 0.109
H -0.869 5.483 7.376 0.108
H -0.234 6.151 5.809 0.096
H -1.989 3.630 6.581 0.112
H -0.450 3.837 5.984 0.099
H -0.318 3.574 3.239 0.058
H -1.153 4.736 2.399 0.089
H -0.303 5.392 3.653 0.066
H -3.300 2.586 4.645 0.074
H -2.941 3.029 2.940 0.074
H -1.854 2.103 3.991 0.074
H -0.706 7.661 4.320 0.072
H -1.946 8.646 3.848 0.075
H -1.732 7.199 2.889 0.080
H -4.736 5.326 3.253 0.104
C -5.463 -1.362 -1.277 -0.051
C -5.152 -2.308 -2.431 -0.446
C -5.537 -3.713 -1.872 -0.136
C -5.803 -4.760 -2.956 -0.181
C -6.657 -4.209 -4.159 -0.138
C -6.274 -2.829 -4.701 -0.497
N -6.004 -1.892 -3.600 -0.134
O -5.817 -0.667 -4.110 -0.003
C -5.028 -3.189 -5.519 -0.051
C -7.406 -2.366 -5.678 -0.023
C -3.621 -2.299 -2.740 -0.031
H -5.636 -0.334 -1.594 0.075
H -4.782 -1.542 -0.446 0.090
H -6.467 -1.413 -0.858 0.078
H -4.815 -4.146 -1.180 0.120
H -6.449 -3.631 -1.281 0.108
H -6.270 -5.670 -2.580 0.104
H -4.850 -5.188 -3.267 0.094
H -7.585 -4.130 -3.594 0.114
H -6.746 -4.938 -4.964 0.117
H -5.135 -4.053 -6.176 0.085
H -4.461 -2.374 -5.967 0.090
H -4.326 -3.754 -4.906 0.049
H -8.212 -2.155 -4.975 0.078
H -7.134 -1.534 -6.328 0.080
H -7.897 -3.164 -6.236 0.080
H -3.254 -3.128 -3.345 0.061
H -3.010 -2.548 -1.873 0.078
H -3.376 -1.399 -3.303 0.078
H -6.570 -0.131 -3.848 0.113
C -0.205 4.562 -7.299 -0.030
C 0.744 3.302 -7.577 -0.422
C -0.171 1.982 -7.372 -0.128
C 0.555 0.762 -7.839 -0.183
C 0.831 1.038 -9.352 -0.161
C 1.718 2.199 -9.699 -0.514
N 1.254 3.403 -8.939 -0.139
O 1.989 4.517 -9.258 -0.004
C 3.121 1.818 -9.368 -0.044
C 1.533 2.395 -11.250 -0.027
C 1.887 3.297 -6.504 -0.026
H -0.565 4.605 -6.271 0.078
H -1.017 4.552 -8.025 0.073
H 0.240 5.534 -7.511 0.064
H -0.311 1.853 -6.299 0.101
H -1.140 2.047 -7.867 0.118
H -0.038 -0.152 -7.824 0.109
H 1.463 0.476 -7.309 0.103
H -0.086 1.044 -9.942 0.117
H 1.308 0.121 -9.699 0.118
H 3.406 1.150 -10.180 0.086
H 3.803 2.659 -9.248 0.090
H 3.204 1.184 -8.486 0.073
H 1.765 1.570 -11.923 0.083
H 0.487 2.656 -11.406 0.077
H 2.121 3.268 -11.534 0.073
H 2.371 4.274 -6.515 0.074
H 2.819 2.776 -6.722 0.071
H 1.480 3.110 -5.510 0.061
H 1.368 5.128 -9.660 0.106
C 3.065 -1.105 8.317 -0.048
C 2.208 -1.567 7.158 -0.493
C 1.122 -0.546 6.987 -0.144
C 1.680 0.721 6.290 -0.166
C 2.361 0.394 4.946 -0.121
C 3.463 -0.725 5.135 -0.500
N 2.929 -1.874 5.893 -0.094
O 3.933 -2.800 6.083 -0.002
C 3.771 -1.191 3.702 -0.046
C 4.697 -0.090 5.585 -0.062
C 1.392 -2.889 7.512 -0.025
H 3.903 -1.738 8.610 0.083
H 2.447 -1.186 9.212 0.084
H 3.541 -0.128 8.399 0.074
H 0.294 -0.997 6.441 0.124
H 0.871 -0.143 7.968 0.120
H 2.443 1.235 6.874 0.103
H 0.899 1.443 6.052 0.095
H 2.719 1.338 4.534 0.113
H 1.561 0.056 4.288 0.101
H 4.349 -2.083 3.460 0.067
H 2.819 -1.412 3.219 0.056
H 4.135 -0.432 3.010 0.088
H 4.936 0.813 5.022 0.094
H 4.704 0.328 6.592 0.071
H 5.534 -0.787 5.614 0.095
H 0.607 -2.697 8.243 0.081
H 2.071 -3.638 7.919 0.071
H 0.982 -3.411 6.647 0.076
H 3.556 -3.615 5.744 0.083
C 0.630 -5.272 2.424 -0.029
C 2.053 -5.805 2.359 -0.482
C 2.153 -7.321 2.078 -0.132
C 3.582 -7.864 1.977 -0.185
C 4.388 -7.011 0.976 -0.136
C 4.242 -5.463 1.061 -0.477
N 2.834 -5.061 1.389 -0.107
O 2.767 -3.693 1.617 -0.034
C 5.324 -5.144 2.121 -0.034
C 4.637 -4.884 -0.298 -0.032
C 2.663 -5.503 3.769 -0.040
H 0.661 -4.192 2.564 0.076
H 0.151 -5.683 3.313 0.086
H -0.006 -5.368 1.544 0.087
H 1.613 -7.896 2.831 0.121
H 1.659 -7.544 1.133 0.116
H 3.486 -8.920 1.726 0.109
H 3.970 -7.858 2.996 0.093
H 3.916 -7.387 0.069 0.113
H 5.440 -7.297 0.977 0.116
H 5.236 -5.730 3.036 0.074
H 6.292 -5.364 1.670 0.084
H 5.311 -4.090 2.398 0.071
H 5.617 -5.202 -0.653 0.088
H 3.857 -5.055 -1.040 0.087
H 4.640 -3.821 -0.057 0.076
H 1.954 -5.556 4.594 0.073
H 3.145 -4.525 3.782 0.064
H 3.367 -6.129 4.318 0.074
H 2.056 -3.442 1.023 0.072
```

---

| no. | E_tot (a.u.) |
| --- | --- |
| 1 | -512.94171 |
| 2 | -438.78345 |
| 3 | -2981.82631 |